Record 1
DFT (wB97M-V/def2-TZVPD) results for a structure of composition C39H54N2O2P2Tl.

```
100
Properties=species:S:1:pos:R:3:lowdin_charge:R:1
Tl 0.531 0.281 0.787 0.876
C -2.015 1.493 -0.700 -0.271
C -1.973 0.409 -1.620 -0.196
C -2.532 -0.443 0.448 -0.235
C -2.381 0.977 0.578 -0.225
C -2.265 -0.786 -0.906 -0.227
C -1.681 2.908 -0.961 -0.054
H -1.164 3.041 -1.919 0.064
H -1.024 3.312 -0.179 0.070
H -2.572 3.553 -0.977 0.098
C -2.513 1.790 1.797 -0.022
H -1.977 2.745 1.710 0.085
H -2.129 1.285 2.697 0.058
H -3.559 2.047 2.011 0.116
C -2.837 -1.408 1.523 -0.019
H -3.916 -1.477 1.714 0.103
H -2.366 -1.139 2.473 0.061
H -2.499 -2.424 1.269 0.082
C -2.270 -2.155 -1.454 -0.036
H -3.284 -2.541 -1.631 0.103
H -1.781 -2.863 -0.773 0.069
H -1.739 -2.199 -2.412 0.067
C -1.620 0.487 -3.056 -0.019
H -2.507 0.484 -3.707 0.107
H -1.003 -0.367 -3.369 0.074
H -1.061 1.400 -3.285 0.066
C 6.552 2.386 -2.383 -0.109
C 5.837 2.908 -3.388 -0.128
C 5.922 2.552 -4.847 -0.184
C 6.408 1.125 -5.175 -0.198
C 5.654 0.019 -4.490 -0.097
C 5.886 -0.501 -3.280 -0.146
C 6.984 -0.142 -2.320 -0.183
C 7.566 1.277 -2.465 -0.194
H 6.592 3.254 -5.376 0.124
H 7.485 1.055 -4.989 0.099
H 4.926 2.709 -5.291 0.109
H 8.157 1.333 -3.387 0.100
H 6.489 2.848 -1.387 0.103
H 5.202 3.782 -3.191 0.099
H 8.278 1.419 -1.635 0.117
H 6.598 -0.278 -1.297 0.098
H 5.291 -1.371 -2.964 0.094
H 7.820 -0.856 -2.420 0.125
H 6.274 0.983 -6.261 0.116
H 4.876 -0.432 -5.124 0.108
P 2.370 1.350 -0.781 0.764
P 1.633 -1.949 -0.415 0.762
C 3.677 0.060 -0.916 -0.366
C 3.369 -1.326 -0.269 -0.375
H 4.592 0.502 -0.470 0.092
H 3.882 -0.079 -1.990 0.057
H 3.992 -2.108 -0.745 0.091
H 3.599 -1.278 0.811 0.077
C 1.452 -3.446 0.593 -0.237
H 0.457 -3.878 0.396 0.054
H 1.501 -3.222 1.667 0.041
H 2.224 -4.179 0.330 0.064
C 1.552 -2.603 -2.100 -0.246
H 2.438 -3.221 -2.319 0.064
H 1.485 -1.778 -2.823 0.045
H 0.641 -3.212 -2.202 0.049
C 2.872 2.613 0.427 -0.265
H 2.038 3.316 0.591 0.056
H 3.748 3.173 0.080 0.056
H 3.082 2.146 1.403 0.058
C 2.079 2.219 -2.333 -0.219
H 1.576 1.555 -3.054 0.051
H 3.013 2.595 -2.778 0.043
H 1.392 3.061 -2.150 0.057
O 2.714 -1.304 3.211 -0.003
C 1.688 -1.042 3.844 -0.544
N 1.416 -1.480 5.145 0.136
C 0.033 -1.350 5.477 -0.289
C -0.413 -0.390 4.312 -0.442
O -1.516 0.165 4.278 0.026
N 0.586 -0.299 3.408 0.089
C -0.759 -2.651 5.315 -0.153
C -2.156 -2.571 5.309 -0.038
C -2.921 -3.732 5.150 -0.065
C -2.293 -4.971 4.990 -0.086
C -0.897 -5.034 4.938 -0.076
C -0.127 -3.867 5.079 -0.026
C -0.168 -0.612 6.782 -0.153
C -0.950 -1.071 7.849 -0.011
C -1.317 -0.143 8.853 -0.063
C -0.826 1.172 8.809 -0.085
C 0.054 1.558 7.797 -0.070
C 0.412 0.650 6.808 -0.034
H 2.054 -2.140 5.559 0.153
H -2.625 -1.588 5.399 0.123
H -4.009 -3.642 5.169 0.108
H -2.886 -5.888 4.911 0.107
H -0.367 -5.978 4.798 0.103
H 0.965 -3.905 5.017 0.109
H -1.296 -2.111 7.872 0.118
H -2.017 -0.463 9.638 0.108
H -1.141 1.892 9.573 0.106
H 0.450 2.574 7.731 0.108
H 1.087 0.935 6.008 0.120
```

Results
LUMO (spin up / spin down), eV: -5.089 / -4.161
HOMO (spin up / spin down), eV: -10.07 / -10.02
Net charge: +1

Record 2
DFT (wB97M-V/def2-TZVPD) results for a structure of composition C39H54N2OP2SiTi.

```
100
Properties=species:S:1:pos:R:3:lowdin_spin:R:1
Ti 0.021 0.019 -0.149 1.630
C 0.458 2.879 3.443 0.000
C 1.396 1.711 3.128 -0.002
C 2.317 1.376 4.303 -0.001
P 0.471 0.297 2.361 0.028
C -0.821 -0.278 3.580 0.005
C -1.348 -1.664 3.185 0.001
C -0.531 -0.242 5.084 0.001
C 1.765 -0.991 2.255 0.012
C 2.117 -1.844 3.301 0.004
C 3.106 -2.802 3.169 0.004
C 3.761 -2.906 1.946 0.003
C 3.434 -2.069 0.895 0.004
C 2.436 -1.083 1.017 0.006
N 2.024 -0.266 -0.061 0.016
C 2.894 -0.082 -1.167 0.011
C 4.283 0.060 -1.017 0.001
C 5.114 0.230 -2.109 0.002
C 4.589 0.279 -3.400 0.001
C 3.215 0.208 -3.553 0.002
C 2.359 0.043 -2.463 0.011
P 0.540 0.280 -2.573 0.081
C -0.066 -0.664 -4.064 0.014
C 0.591 -2.045 -4.140 0.001
C 0.026 0.037 -5.422 0.002
C 0.529 2.049 -3.158 0.007
C 1.407 2.928 -2.254 0.008
C -0.913 2.560 -3.234 0.002
H 1.022 3.694 3.909 0.000
H -0.336 2.594 4.136 0.000
H -0.015 3.272 2.544 0.000
H 2.037 2.020 2.299 0.000
H 1.761 1.062 5.188 0.000
H 2.880 2.275 4.574 0.000
H 3.035 0.596 4.056 0.000
H -1.624 0.432 3.390 0.000
H -0.656 -2.448 3.502 0.000
H -1.493 -1.759 2.112 0.001
H -2.311 -1.847 3.670 0.000
H 0.270 -0.924 5.371 0.000
H -1.431 -0.564 5.619 0.000
H -0.274 0.750 5.449 0.000
H 1.604 -1.756 4.249 0.000
H 3.361 -3.454 3.998 0.000
H 4.528 -3.661 1.803 0.000
H 3.930 -2.202 -0.057 0.000
H 4.705 0.039 -0.019 0.000
H 6.184 0.332 -1.955 0.000
H 5.238 0.395 -4.260 0.000
H 2.792 0.309 -4.547 0.000
H -1.121 -0.814 -3.830 0.000
H 1.621 -1.964 -4.495 0.000
H 0.038 -2.680 -4.839 0.000
H 0.613 -2.554 -3.178 0.001
H 1.063 0.219 -5.716 0.000
H -0.503 0.989 -5.452 0.000
H -0.417 -0.608 -6.187 0.001
H 0.965 2.063 -4.158 0.000
H 1.281 2.696 -1.198 0.005
H 1.161 3.986 -2.398 0.000
H 2.466 2.795 -2.471 0.000
H -1.520 1.984 -3.936 0.000
H -1.409 2.497 -2.266 0.001
H -0.933 3.606 -3.559 0.000
C 0.631 -3.399 -0.711 0.003
Si -1.208 -3.092 -0.687 0.003
C -1.964 -3.657 -2.304 0.000
C -1.883 -4.220 0.639 0.000
N -1.448 -1.403 -0.388 0.039
C -2.679 -0.793 -0.514 0.013
C -3.897 -1.478 -0.753 0.005
C -5.098 -0.828 -0.968 0.002
C -5.165 0.562 -0.957 0.009
C -4.011 1.274 -0.677 0.000
C -2.827 0.612 -0.425 0.014
O -1.661 1.375 -0.070 0.035
C -1.880 2.485 0.762 0.006
C -1.177 3.638 0.501 0.001
C -1.369 4.752 1.313 0.000
C -2.266 4.703 2.370 0.000
C -2.958 3.524 2.619 0.000
C -2.766 2.408 1.817 0.000
H 0.864 -4.310 -1.277 0.000
H 1.002 -3.542 0.312 0.000
H 1.199 -2.577 -1.155 0.002
H -1.364 -4.474 -2.728 0.000
H -2.012 -2.847 -3.045 0.000
H -2.984 -4.035 -2.159 0.000
H -2.015 -5.231 0.227 0.000
H -2.856 -3.885 1.024 0.000
H -1.191 -4.285 1.487 0.000
H -3.874 -2.562 -0.773 0.000
H -5.993 -1.412 -1.149 0.000
H -6.094 1.082 -1.149 0.001
H -4.036 2.357 -0.641 0.000
H -0.489 3.672 -0.328 0.000
H -0.816 5.660 1.107 0.000
H -2.426 5.575 2.994 0.000
H -3.657 3.467 3.446 0.000
H -3.320 1.495 1.994 0.000
```

Results
<S²>: 2.006
LUMO (spin up / spin down), eV: 0.609 / 0.606
2S+1: 3
HOMO (spin up / spin down), eV: -5.43 / -6.97

Record 3
DFT (wB97M-V/def2-TZVPD) results for a structure of composition C39H55BClEuF4N3O3.

```
107
Properties=species:S:1:pos:R:3:lowdin_spin:R:1
Eu 0.019 -0.411 -0.267 6.062
C -1.461 -3.379 -2.447 0.000
C -0.098 -3.806 -1.912 0.000
N 0.886 -2.714 -1.864 -0.002
C 1.247 -2.255 -3.217 0.000
C 2.011 -3.246 -4.105 0.000
C 2.075 -3.156 -1.123 0.000
C 1.888 -3.185 0.423 -0.001
N 0.628 -2.569 0.786 -0.011
C -0.125 -3.204 1.670 0.000
C -1.533 -3.004 1.595 0.000
F -1.923 -2.062 0.652 -0.002
C -2.443 -3.768 2.279 0.000
F -3.763 -3.671 2.022 0.000
C -2.027 -4.702 3.220 0.000
C -0.661 -4.843 3.417 0.000
F -0.230 -5.717 4.355 0.000
C 0.265 -4.141 2.679 0.000
F 1.582 -4.345 2.966 0.000
H -2.169 -4.198 -2.334 0.000
H -1.421 -3.110 -3.499 0.000
H -1.835 -2.516 -1.895 0.000
H 0.283 -4.643 -2.521 0.000
H -0.229 -4.169 -0.891 0.000
H 1.849 -1.348 -3.120 0.000
H 0.325 -1.966 -3.723 0.000
H 2.971 -3.528 -3.675 0.000
H 2.203 -2.767 -5.059 0.000
H 1.438 -4.149 -4.294 0.000
H 2.884 -2.468 -1.361 0.000
H 2.381 -4.165 -1.450 0.000
H 2.729 -2.666 0.901 0.000
H 1.918 -4.234 0.743 0.000
H -2.739 -5.289 3.771 0.000
C -0.896 0.884 2.466 -0.003
C -2.270 0.687 2.254 -0.003
C -2.582 1.242 0.975 -0.005
C -1.385 1.766 0.438 -0.006
C -0.305 1.582 1.376 -0.007
C 0.806 2.611 1.586 0.000
C 1.270 3.229 0.260 0.000
C 2.009 2.007 2.322 0.000
C 0.212 3.734 2.457 0.000
C -3.876 1.311 0.162 0.000
C -3.701 2.203 -1.082 0.000
C -4.233 -0.091 -0.353 0.000
C -5.056 1.937 0.923 0.000
C -3.128 0.261 3.447 0.000
C -3.642 1.544 4.124 0.000
C -2.282 -0.488 4.497 0.000
C -4.305 -0.674 3.150 0.000
H -0.368 0.666 3.381 0.000
H -1.327 2.447 -0.401 0.000
H 1.513 2.463 -0.475 0.000
H 2.155 3.848 0.415 0.000
H 0.492 3.862 -0.161 0.000
H 2.435 1.187 1.749 0.000
H 1.706 1.620 3.291 0.000
H 2.780 2.762 2.486 0.000
H -0.687 4.128 1.991 0.000
H 0.925 4.547 2.594 0.000
H -0.064 3.343 3.433 0.000
H -2.940 1.816 -1.756 0.000
H -3.448 3.223 -0.794 0.000
H -4.642 2.236 -1.631 0.000
H -3.443 -0.437 -1.021 0.000
H -5.170 -0.074 -0.911 0.000
H -4.330 -0.808 0.453 0.000
H -4.778 2.925 1.285 0.000
H -5.384 1.344 1.765 0.000
H -5.906 2.052 0.249 0.000
H -4.169 1.305 5.049 0.000
H -4.308 2.090 3.470 0.000
H -2.804 2.192 4.363 0.000
H -1.595 0.183 5.004 0.000
H -1.710 -1.291 4.035 0.000
H -2.934 -0.922 5.255 0.000
H -4.937 -0.327 2.347 0.000
H -4.924 -0.785 4.042 0.000
H -3.932 -1.654 2.887 0.000
C 5.727 2.110 -0.159 0.000
C 5.328 2.763 -1.454 0.000
C 5.649 4.106 -1.608 0.000
C 5.395 4.791 -2.779 0.000
Cl 5.849 6.455 -2.908 0.000
C 4.796 4.150 -3.848 0.000
C 4.446 2.826 -3.701 0.000
C 4.697 2.111 -2.524 0.000
O 4.387 0.789 -2.641 0.000
C 4.042 -0.047 -1.563 0.000
C 2.602 0.116 -1.024 0.000
O 2.410 -0.281 0.147 -0.006
O 1.709 0.573 -1.755 -0.006
H 6.320 2.807 0.430 0.000
H 6.337 1.226 -0.339 0.000
H 4.852 1.830 0.426 0.000
H 6.126 4.625 -0.790 0.000
H 4.603 4.673 -4.769 0.000
H 3.972 2.294 -4.509 0.000
H 4.730 -0.008 -0.721 0.000
H 4.096 -1.051 -1.998 0.000
B -1.766 0.220 -4.846 0.000
C -1.405 0.023 -3.361 0.001
N -1.131 -0.163 -2.244 -0.010
H -2.166 -0.842 -5.252 0.000
H -2.617 1.064 -4.916 0.000
H -0.755 0.548 -5.411 0.000
```

Results
<S²>: 12.011
LUMO (spin up / spin down), eV: 1.420 / 2.335
2S+1: 7
HOMO (spin up / spin down), eV: -5.04 / -5.05
Net charge: -1

no.,calculated total energy (a.u.),largest force on an atom (eV Å⁻¹)
1,-2633.3894,3.2
2,-3525.0238,1.2
3,-3504.0305,1.7